No. 1
Below is a molecular structure, C4H7GdO3, with properties calculated with the ωB97M-V functional and the def2-TZVPD basis.

Structure (XYZ):
```
15
Properties=species:S:1:pos:R:3:lowdin_spin:R:1
C 0.9421 -1.6768 0.6469 0.01
C 2.3337 -1.7808 0.0744 0.00
H 0.4239 -2.6430 0.6366 0.00
H 0.9378 -1.2994 1.6746 0.00
H 2.2997 -2.0647 -0.9859 0.00
H 2.8861 -2.5519 0.6287 0.00
H 2.8626 -0.8240 0.1748 0.00
O -1.1909 0.8747 -0.4506 0.15
Gd -1.6032 -0.7112 -1.8712 5.87
O 0.1291 -0.7662 -0.1341 0.16
C -0.2579 0.5056 0.3063 0.46
O 0.6685 1.6170 1.6338 0.34
C 1.7205 1.6858 2.4462 0.00
H 1.6192 2.5057 3.1845 0.01
H 1.9960 0.7274 2.9308 0.00
```

Results
Maximum force ... 7.47 eV Å⁻¹
Highest occupied orbital energy (alpha / beta) ... -16.7 / -18.5 eV
Spin multiplicity ... 8
Net charge ... +2
LUMO level (alpha / beta) ... -8.6 / -9.2 eV
Energy above the lowest of the compared OMol25 structures with the same formula, charge and spin ... 1.547 eV

=====

No. 2
Below is a molecular structure, C22H45N2OsP3Se2, with properties calculated with the ωB97M-V functional and the def2-TZVPD basis.

Structure (XYZ):
```
75
Properties=species:S:1:pos:R:3:lowdin_spin:R:1
Os -0.3919 0.2869 0.1301 1.16
P -2.5906 1.0370 0.0299 0.08
P -0.5656 -0.6350 2.2754 0.11
P -0.0077 0.4276 -2.1482 0.10
H 4.7872 -6.7241 -0.0233 0.01
C 5.3894 -6.1905 -0.7665 0.45
C 6.3661 -5.3386 -0.4248 0.45
H 6.6886 -5.2134 0.6163 0.01
C -3.8595 -0.2189 -0.3964 0.00
C -3.2333 1.7819 1.5709 0.03
C -2.9211 2.3813 -1.1669 0.02
C 0.8744 -1.6720 2.6901 0.02
C -0.6727 0.5167 3.6830 0.03
C -1.9814 -1.7579 2.6005 0.02
C 1.5520 -0.3806 -2.6392 0.01
C 0.1247 2.0725 -2.9135 0.03
C -1.2513 -0.3716 -3.2353 0.02
H 5.2094 -6.4374 -1.8217 0.01
H 6.9317 -4.8118 -1.2022 0.02
H -4.8553 0.2466 -0.3379 0.00
H -3.8185 -1.0669 0.2983 0.00
H -3.7013 -0.5964 -1.4140 0.00
H -4.2404 2.1819 1.3756 0.01
H -2.5806 2.6093 1.8798 0.00
H -3.2951 1.0443 2.3812 0.00
H -3.9485 2.7451 -1.0140 0.00
H -2.8139 2.0299 -2.2008 0.00
H -2.2290 3.2159 -0.9932 0.00
H 0.8683 -1.8657 3.7714 0.00
H 1.7947 -1.1409 2.4198 0.00
H 0.8363 -2.6206 2.1403 0.00
H -0.9986 -0.0490 4.5701 0.00
H -1.3970 1.3184 3.4883 0.00
H 0.3129 0.9639 3.8722 0.00
H -1.9557 -2.0209 3.6672 0.00
H -1.8930 -2.6733 2.0007 0.01
H -2.9422 -1.2794 2.3781 0.00
H 1.7659 -0.1333 -3.6877 0.00
H 1.4754 -1.4681 -2.5100 0.00
H 2.3598 -0.0065 -1.9984 0.00
H 0.0505 1.9590 -4.0058 0.00
H 1.0939 2.5195 -2.6611 0.00
H -0.6809 2.7340 -2.5729 0.00
H -1.0294 -0.0747 -4.2695 0.00
H -2.2746 -0.0611 -2.9945 0.00
H -1.1868 -1.4633 -3.1453 0.01
C 0.6902 -3.3720 -0.7776 0.05
C 2.0102 -3.1053 -0.3769 0.06
C 2.9948 -4.0825 -0.5726 0.01
C 2.6363 -5.3008 -1.1502 0.09
C 1.3460 -5.5549 -1.6175 -0.01
C 0.3631 -4.5855 -1.4303 0.06
Se -0.8108 -2.1855 -0.4611 0.59
H 0.8343 -0.7605 -0.1661 0.07
H 2.3033 -2.1612 0.0790 0.01
H 4.0207 -3.8776 -0.2672 0.01
H 3.3665 -6.0879 -1.2567 0.01
H 1.1129 -6.5016 -2.1194 0.00
H -0.6665 -4.7202 -1.7712 0.00
C -0.9696 4.1089 3.2261 0.00
N -0.8758 4.5190 1.8445 0.00
C -1.3871 5.7432 1.4068 0.00
C -0.8825 5.9727 0.1781 0.00
N -0.0637 4.9056 -0.1359 0.00
C 0.8316 4.9245 -1.2774 0.01
C -0.0996 3.9630 0.8518 0.06
Se 0.8768 2.3216 0.8808 0.33
H -0.2428 3.3104 3.4230 0.00
H -1.9883 3.7760 3.4614 0.00
H -0.7430 4.9790 3.8629 0.00
H -2.0159 6.3267 2.0444 0.00
H -0.9876 6.8130 -0.4882 0.00
H 0.2741 4.7706 -2.2088 0.00
H 1.3143 5.9103 -1.3252 0.00
H 1.5930 4.1508 -1.1526 0.01
```

Results
Maximum force ... 4.01 eV Å⁻¹
Highest occupied orbital energy (alpha / beta) ... -19.2 / -19.1 eV
Spin multiplicity ... 5
Net charge ... +4
LUMO level (alpha / beta) ... -10.9 / -15.3 eV
Energy above the lowest of the compared OMol25 structures with the same formula, charge and spin ... 0.000 eV

=====

No. 3
Below is 3 unconnected molecules or ions with the total composition C17H41FN9O4P2, with properties calculated with the ωB97M-V functional and the def2-TZVPD basis.

Structure (XYZ):
```
74
Properties=species:S:1:pos:R:3:lowdin_charge:R:1
O 2.8962 -2.5197 -4.8130 0.18
C 3.1961 -1.6780 -5.6023 -0.43
F 4.3591 -1.7318 -6.3381 0.12
N 2.3562 -0.5299 -5.9181 0.16
C 1.2661 -0.4140 -4.9480 -0.32
O 1.3817 0.1573 -3.9052 0.20
C -0.1162 -1.0646 -5.4018 -0.15
N -0.8135 -0.4000 -6.3779 0.16
C -1.9516 -1.2429 -6.5851 0.01
C -1.8413 -2.3811 -5.6802 0.03
N -0.6239 -2.2286 -4.9209 0.20
H 1.9252 -0.7674 -6.8293 0.15
H -0.5651 0.4848 -6.8361 0.20
H -2.7701 -1.0840 -7.3227 0.14
H -2.5311 -3.2554 -5.5730 0.15
H -0.2271 -2.8612 -4.2169 0.20
O -2.9467 -0.8205 -2.0694 -0.33
P -2.9377 0.6769 -1.7031 0.75
N -2.0595 0.4732 -0.2524 -0.34
C -2.5595 -0.0155 1.0190 -0.11
C -0.6452 0.1438 -0.4198 -0.12
N -4.6475 0.8300 -1.6048 -0.33
C -5.4416 0.7934 -0.3917 -0.13
C -5.3781 0.1023 -2.6478 -0.16
N -2.8709 2.4460 -1.3680 -0.30
C -1.9640 3.1249 -2.3000 -0.16
C -2.7726 3.0883 -0.0690 -0.12
H -1.9030 0.3166 1.8324 0.09
H -2.6267 -1.1118 1.0502 0.09
H -3.5360 0.3953 1.2701 0.05
H -0.0448 1.0615 -0.3811 0.08
H -0.4512 -0.3401 -1.3819 0.05
H -0.2697 -0.5315 0.3513 0.07
H -5.3338 -0.1563 0.1445 0.08
H -6.5065 0.9170 -0.6178 0.09
H -5.2115 1.6215 0.2777 0.06
H -5.5102 -0.9543 -2.3908 0.08
H -4.8513 0.1626 -3.6036 0.06
H -6.3639 0.5479 -2.8126 0.08
H -0.9118 2.9583 -2.0337 0.07
H -2.1544 4.2012 -2.3270 0.08
H -2.1175 2.7491 -3.3193 0.07
H -1.7584 3.0503 0.3451 0.09
H -3.4524 2.6700 0.6687 0.06
H -3.0529 4.1419 -0.1662 0.10
O 0.6833 -0.2630 3.4885 -0.30
P 2.1631 0.1266 3.6354 0.77
N 2.7558 -1.3797 3.0736 -0.35
C 2.8177 -2.6274 3.8062 -0.13
C 2.5908 -1.6188 1.6416 -0.12
N 2.0982 0.3900 5.3328 -0.33
C 2.4933 -0.5528 6.3602 -0.13
C 0.8849 1.0780 5.7888 -0.15
N 3.8879 0.6348 3.7279 -0.31
C 4.2061 1.6116 2.6797 -0.16
C 5.0420 -0.2199 3.9362 -0.13
H 3.5673 -3.2900 3.3558 0.09
H 1.8521 -3.1529 3.8239 0.09
H 3.1536 -2.4934 4.8330 0.05
H 3.5030 -1.3262 1.1064 0.07
H 1.7620 -1.0378 1.2272 0.04
H 2.3885 -2.6657 1.4062 0.08
H 1.9085 -1.4794 6.3186 0.08
H 2.3495 -0.1256 7.3588 0.09
H 3.5568 -0.7874 6.3192 0.06
H 0.0472 0.3843 5.9167 0.08
H 0.5874 1.8515 5.0770 0.07
H 1.0640 1.5892 6.7396 0.08
H 4.3223 1.1293 1.6998 0.07
H 5.1223 2.1607 2.9130 0.08
H 3.4034 2.3537 2.5968 0.07
H 5.3321 -0.7659 3.0305 0.08
H 4.9010 -0.9442 4.7345 0.06
H 5.8947 0.3947 4.2415 0.10
```

Results
Maximum force ... 7.02 eV Å⁻¹
Highest occupied orbital energy ... -9.2 eV
Net charge ... +1
LUMO level ... -4.0 eV

=====

No. 4
Below is 2 unconnected molecules or ions with the total composition C3H9N3, with properties calculated with the ωB97M-V functional and the def2-TZVPD basis.

Structure (XYZ):
```
15
Properties=species:S:1:pos:R:3:nbo_charge:R:1
H -2.6235 -0.9594 0.2774 0.31
N -2.4308 -1.8247 -0.2333 -0.68
C -2.0082 -2.6252 0.6785 0.27
N -1.8693 -2.2710 1.9969 -0.84
H -1.6607 -3.6221 0.4337 0.17
H -2.3584 -1.5391 2.4728 0.39
H -1.3714 -2.9020 2.5910 0.38
C 2.4677 1.0975 -0.5115 -0.55
C 1.7527 1.7089 -1.4555 0.05
N 1.5152 3.0746 -1.6909 -0.81
H 2.8212 1.7577 0.2951 0.17
H 2.1391 0.2149 0.0235 0.22
H 1.2978 1.0811 -2.2247 0.18
H 1.8177 3.6281 -0.8990 0.36
H 0.5111 3.1807 -1.7539 0.37
```

Results
Maximum force ... 2.96 eV Å⁻¹
Highest occupied orbital energy ... -8.6 eV
Net charge ... 0
LUMO level ... 0.9 eV
Energy above the lowest of the compared OMol25 structures with the same formula, charge and spin ... 2.119 eV
SMILES ... [H]/N=C\N.C=CN

=====

Question: maximum force of number 3 (C17H41FN9O4P2)?
Answer: 7.02 eV Å⁻¹

=====

Question: Which formula does entry 1 have?
Answer: C4H7GdO3